{
  "formula": "C4H12N3",
  "method": "ωB97M-V with the def2-TZVPD basis set",
  "gap_ev": [11.50, 6.49],
  "relative_energy_kj_mol": 145.0,
  "charge": 2,
  "energy_ha": -323.1625,
  "max_force_ev_per_a": 1.52,
  "spin_multiplicity": 2,
  "molar_mass_g_mol": 102.16,
  "species": ["C", "C", "C", "C", "N", "N", "N", "H", "H", "H", "H", "H", "H", "H", "H", "H", "H", "H", "H"],
  "coordinates": [[0.873, -0.677, -1.530], [0.717, -0.789, -0.007], [-0.191, 0.282, 0.619], [-1.509, 0.156, 0.585], [-2.298, 1.213, 1.270], [0.378, 1.348, 1.378], [2.009, -1.403, -2.018], [0.020, -1.098, -2.068], [0.995, 0.365, -1.868], [0.253, -1.753, 0.221], [1.671, -0.756, 0.507], [-2.080, -0.498, -0.064], [-2.181, 2.136, 0.842], [-1.915, 1.260, 2.228], [-3.272, 0.974, 1.468], [0.999, 0.998, 2.107], [0.927, 1.945, 0.763], [2.589, -2.007, -1.430], [2.014, -1.695, -3.003]],
  "forces_ev_per_a": [[0.8, 0.0, 0.7], [-1.0, 0.0, 0.0], [0.6, -0.6, 0.3], [-0.4, 0.8, -0.8], [0.4, -0.7, 1.3], [-0.1, -0.2, -0.3], [-0.7, -0.9, -0.5], [-0.2, 0.2, -0.2], [-0.1, 0.0, -0.2], [0.2, -0.1, -0.1], [0.3, 0.1, 0.0], [0.0, -0.2, 0.4], [-0.3, 0.0, 0.1], [0.3, 0.5, -0.3], [-0.2, 0.0, -0.8], [0.0, 0.1, -0.1], [0.0, 0.2, 0.2], [0.2, 0.3, 0.2], [0.2, 0.4, 0.0]],
  "nbo_charge": [-0.292, -0.481, 0.206, -0.075, -0.693, -0.874, -0.222, 0.290, 0.298, 0.263, 0.253, 0.249, 0.467, 0.469, 0.464, 0.408, 0.402, 0.432, 0.436]
}